Computed, not measured: a cluster of 2 separate species, Cl4N4 in total at a distorted geometry, with wB97M-V/def2-TZVPD.

As for the HOMO energy (alpha / beta): -9.6326 / -9.6639 eV. As for the HOMO-LUMO gap (alpha / beta): 8.34 / 6.96 eV. The calculation puts the energy relative to the best compared isomer or geometry (same formula, charge and spin) at 2.450 eV.

Geometry (Å):
N1 -1.110 -0.015 1.030
N2 -1.382 -0.300 -0.121
N3 -0.453 0.564 1.820
N4 1.344 -0.474 -0.893
Cl1 -2.641 -1.387 -0.490
Cl2 0.502 2.062 1.447
Cl3 2.923 -0.609 -0.490
Cl4 0.818 0.160 -2.303

Computed, not measured: a structure of composition C27H17BrF5IN5O2RbS2Te at a distorted geometry, with wB97M-V/def2-TZVPD.

As for the HOMO energy: -2.4473 eV. Its charge is -2. As for the HOMO-LUMO gap: 5.79 eV. The calculation puts the energy relative to the best compared isomer or geometry (same formula, charge and spin) at 0.631 eV.

Geometry (Å):
Rb1 0.522 0.133 -0.751
Br1 -8.593 -6.555 -0.182
C1 -6.759 -6.788 0.282
C2 -6.430 -7.368 1.490
C3 -5.091 -7.532 1.829
C4 -4.066 -7.095 0.989
C5 -4.437 -6.518 -0.242
C6 -5.768 -6.371 -0.595
N1 -2.739 -7.449 1.320
N2 -1.687 -6.743 1.112
C7 -1.583 -5.379 1.018
C8 -2.543 -4.411 1.414
C9 -2.306 -3.072 1.368
C10 -1.062 -2.516 0.894
O1 -0.826 -1.304 0.903
C11 -0.067 -3.502 0.402
N3 1.049 -2.999 -0.176
C12 1.970 -3.831 -0.603
C13 1.862 -5.221 -0.455
C14 0.727 -5.744 0.105
C15 -0.305 -4.883 0.532
H1 -7.210 -7.695 2.165
H2 -4.818 -7.998 2.769
H3 -3.661 -6.188 -0.921
H4 -6.032 -5.919 -1.543
H5 -3.483 -4.748 1.811
H6 -3.045 -2.364 1.728
H7 2.841 -3.389 -1.084
H8 2.663 -5.866 -0.800
H9 0.584 -6.810 0.217
S1 1.598 3.673 1.858
C16 2.833 2.634 1.352
N4 2.819 1.716 0.408
C17 4.021 1.051 0.259
C18 4.276 0.049 -0.681
C19 5.528 -0.548 -0.724
C20 6.540 -0.160 0.155
C21 6.306 0.844 1.090
C22 5.052 1.441 1.133
S2 4.452 2.705 2.158
H10 3.496 -0.240 -1.380
H11 5.724 -1.324 -1.456
H12 7.512 -0.640 0.109
H13 7.089 1.158 1.772
I1 -2.573 6.241 -0.740
C23 -2.776 4.176 -1.008
C24 -3.766 3.681 -1.841
C25 -3.875 2.307 -1.978
C26 -2.999 1.497 -1.274
N5 -2.044 1.982 -0.483
C27 -1.923 3.304 -0.348
H14 -4.429 4.348 -2.373
H15 -4.619 1.874 -2.634
H16 -3.054 0.417 -1.355
H17 -1.117 3.659 0.292
F1 -1.685 0.802 -5.040
Te1 -0.172 0.244 -4.075
F2 0.702 1.214 -5.402
F3 -1.513 -0.634 -3.077
F4 -0.532 1.868 -3.190
F5 -0.251 -1.169 -5.285
O2 1.233 -0.268 -3.135

Computed, not measured: the ion C9H17N2 with charge +1 at a distorted geometry, with wB97M-V/def2-TZVPD.

As for the HOMO energy: -13.8250 eV. The SMILES is CCC(C)(C)c1[nH+]ccn1C. Its charge is +1. As for the HOMO-LUMO gap: 11.39 eV. The calculation puts the energy relative to the best compared isomer or geometry (same formula, charge and spin) at 0.160 eV.

Geometry (Å):
C1 3.184 0.007 0.071
C2 3.018 1.327 -0.194
C3 1.082 0.309 -0.454
C4 -0.915 0.297 1.921
C5 -0.939 -0.611 -1.882
C6 -1.177 1.653 -0.845
C7 1.782 -2.016 0.145
C8 -1.269 -0.419 0.622
C9 -0.712 0.229 -0.635
N1 1.970 -0.609 -0.092
N2 1.701 1.487 -0.513
H1 4.060 -0.533 0.368
H2 3.712 2.142 -0.176
H3 -1.396 1.269 1.979
H4 0.159 0.435 2.018
H5 -1.262 -0.290 2.765
H6 -0.552 -1.621 -1.772
H7 -0.477 -0.157 -2.754
H8 -2.007 -0.690 -2.071
H9 -0.742 2.089 -1.741
H10 -0.973 2.288 0.012
H11 -2.255 1.633 -0.990
H12 0.916 -2.385 -0.395
H13 2.667 -2.556 -0.190
H14 1.645 -2.203 1.212
H15 -0.948 -1.458 0.677
H16 -2.357 -0.429 0.514
H17 1.253 2.361 -0.750

Computed, not measured: an isolated molecule of C3H6F2S at a distorted geometry, with wB97M-V/def2-TZVPD.

As for the HOMO energy: -9.2111 eV. The SMILES is C[C@@H](S)C(F)F. As for the HOMO-LUMO gap: 9.95 eV. The calculation puts the energy relative to the best compared isomer or geometry (same formula, charge and spin) at 0.453 eV.

Geometry (Å):
C1 -1.220 0.499 0.164
C2 0.329 0.261 0.058
C3 0.584 -0.905 -0.821
H1 -1.560 0.295 -0.873
H2 -1.637 1.410 0.567
H3 -1.708 -0.335 0.739
H4 0.779 1.154 -0.421
H5 0.819 1.264 2.084
H6 0.070 -0.816 -1.808
F1 1.897 -0.753 -1.153
F2 0.575 -2.096 -0.199
S1 1.072 0.021 1.663

Computed, not measured: a structure of composition C48H36CoN3O6S2 at a distorted geometry, with wB97M-V/def2-TZVPD.

As for the HOMO energy (alpha / beta): -9.3946 / -9.3946 eV. The multiplicity is 4. Its charge is +1. As for the HOMO-LUMO gap (alpha / beta): 5.14 / 5.00 eV. The calculation puts the energy relative to the best compared isomer or geometry (same formula, charge and spin) at 5.183 eV.

Geometry (Å):
Co1 15.853 12.550 18.182
O1 17.338 15.947 15.937
C1 16.646 15.017 16.632
O2 16.714 13.791 16.392
C2 16.069 15.563 17.885
C3 15.962 16.893 18.306
C4 15.316 17.130 19.482
C5 14.761 16.075 20.244
C6 15.022 14.779 19.819
N1 15.542 14.541 18.550
C7 14.604 13.536 20.570
O3 13.952 13.570 21.606
O4 15.122 12.462 19.965
H1 17.598 15.606 15.013
H2 16.217 17.769 17.733
H3 15.297 18.094 19.925
H4 14.363 16.297 21.241
C8 15.118 14.925 6.819
C9 13.975 14.662 7.797
C10 13.750 13.338 8.209
C11 12.952 13.069 9.303
C12 12.401 14.139 9.997
C13 12.529 15.491 9.588
C14 13.298 15.697 8.405
S1 11.539 13.706 11.580
O5 10.301 12.924 11.255
C15 11.024 15.340 12.226
C16 12.129 16.141 12.689
C17 11.886 17.383 13.277
C18 10.548 17.851 13.530
C19 10.194 19.094 14.050
C20 8.959 19.618 13.931
C21 7.938 18.823 13.445
C22 8.152 17.509 13.180
C23 9.456 16.975 13.120
C24 9.693 15.642 12.569
C25 8.544 14.712 12.377
C26 7.925 14.534 11.083
C27 8.284 15.406 10.052
C28 7.826 15.267 8.807
C29 6.894 14.257 8.538
C30 6.451 13.364 9.547
C31 6.946 13.531 10.841
C32 6.554 12.675 11.955
C33 6.974 13.021 13.203
C34 8.051 13.901 13.392
S2 8.546 14.216 15.150
O6 7.254 14.358 15.871
C35 9.214 12.628 15.531
C36 9.760 11.812 14.547
C37 10.265 10.615 14.848
C38 10.075 10.142 16.140
C39 10.321 8.656 16.454
C40 9.558 10.967 17.162
C41 9.081 12.192 16.861
H5 15.847 15.633 7.314
H6 14.642 15.379 5.873
H7 15.584 13.943 6.531
H8 14.231 12.525 7.699
H9 12.762 12.021 9.643
H10 12.140 16.367 10.099
H11 13.511 16.709 7.983
H12 13.188 15.823 12.544
H13 12.756 18.023 13.470
H14 10.995 19.602 14.608
H15 8.762 20.698 14.194
H16 6.970 19.221 13.300
H17 7.328 16.941 12.759
H18 8.955 16.276 10.322
H19 8.156 15.971 8.099
H20 6.540 14.123 7.541
H21 5.950 12.461 9.257
H22 5.752 11.943 11.893
H23 6.794 12.385 14.111
H24 9.769 12.203 13.550
H25 10.720 9.875 14.154
H26 11.245 8.526 16.996
H27 10.350 7.953 15.581
H28 9.522 8.277 17.112
H29 9.500 10.503 18.175
H30 8.600 12.884 17.626
N2 17.064 9.007 16.513
C42 17.174 10.306 16.784
N3 16.265 10.774 17.634
C43 15.474 9.664 17.905
C44 14.302 9.486 18.700
C45 13.636 8.313 18.654
C46 14.121 7.206 17.923
C47 15.195 7.393 17.108
C48 15.897 8.553 17.148
H31 17.645 8.474 15.831
H32 18.090 10.866 16.590
H33 14.077 10.289 19.320
H34 12.793 8.217 19.276
H35 13.669 6.200 17.930
H36 15.535 6.679 16.350

Computed, not measured: a structure of composition C24H33N5O4 at a distorted geometry, with wB97M-V/def2-TZVPD.

As for the HOMO energy: -7.3668 eV. As for the HOMO-LUMO gap: 7.70 eV. The calculation puts the energy relative to the best compared isomer or geometry (same formula, charge and spin) at 30.355 eV.

Geometry (Å):
C1 -2.150 2.287 5.526
H1 -1.938 1.588 6.321
O1 -2.878 1.423 4.661
C2 -3.328 1.995 3.397
C3 -3.408 3.269 3.001
C4 -3.742 3.850 1.883
C5 -4.197 3.091 0.887
C6 -4.380 1.480 1.291
C7 -3.816 1.000 2.472
H2 -3.841 0.082 2.669
O2 -4.760 0.738 0.477
C8 -4.958 -0.738 0.629
H3 -5.622 -1.046 -0.472
H4 -5.601 -0.729 1.548
H5 -4.103 -1.175 0.688
C9 -4.701 3.582 -0.335
H6 -5.614 2.934 -0.840
H7 -5.194 4.558 -0.217
C10 -3.736 3.593 -1.140
N1 -2.869 2.413 -1.369
C11 -1.874 1.954 -0.712
O3 -1.024 2.951 -0.036
C12 -1.379 0.607 -0.672
C13 -0.618 0.204 0.551
H8 -1.488 0.156 1.524
H9 -0.769 -0.955 0.533
C14 0.574 0.739 0.506
N2 1.432 0.366 -0.313
C15 2.238 -0.719 -0.664
N3 2.368 -1.113 -1.873
N4 3.084 -2.304 -1.978
C16 3.569 -3.084 -1.141
N5 4.291 -4.093 -1.411
C17 5.412 -4.583 -0.822
H10 5.316 -4.381 0.296
C18 6.750 -3.883 -0.992
O4 6.795 -4.268 -2.564
C19 5.966 -3.473 -3.306
C20 4.543 -4.359 -2.839
H11 3.839 -3.954 -3.336
H12 4.586 -5.246 -3.069
H13 6.299 -3.832 -4.335
H14 5.790 -2.616 -3.307
H15 7.618 -4.264 -0.837
H16 6.697 -2.938 -0.992
H17 5.377 -5.574 -0.857
C21 3.322 -2.510 0.168
C22 2.514 -1.371 0.397
H18 2.376 -1.287 1.604
H19 3.924 -3.242 1.087
C23 0.845 0.963 -1.622
H20 1.525 0.773 -2.456
C24 -0.681 0.400 -1.863
H21 -0.930 0.988 -2.924
H22 -0.403 -0.501 -2.189
H23 0.897 2.249 -1.387
H24 1.054 0.260 1.521
H25 0.638 1.784 0.746
H26 -2.333 0.003 -0.854
H27 -3.496 1.900 -1.695
H28 -4.109 3.920 -2.305
H29 -2.889 4.419 -0.880
H30 -3.859 4.853 1.809
H31 -2.675 4.058 3.806
H32 -2.896 2.961 5.843
H33 -1.331 2.806 5.045

Computed, not measured: a structure of composition C2H6F6KO9S2 at a distorted geometry, with wB97M-V/def2-TZVPD.

As for the HOMO energy: -5.9745 eV. Its charge is -1. As for the HOMO-LUMO gap: 7.23 eV. The calculation puts the energy relative to the best compared isomer or geometry (same formula, charge and spin) at 0.000 eV.

Geometry (Å):
K1 -17.302 -25.309 -5.380
C1 -15.557 -22.298 -3.513
F1 -15.119 -21.418 -2.619
F2 -16.553 -23.020 -2.947
F3 -16.113 -21.614 -4.524
S1 -14.240 -23.418 -4.092
O1 -14.825 -24.114 -5.228
O2 -13.118 -22.582 -4.398
O3 -14.057 -24.265 -2.925
C2 -15.301 -27.193 -8.460
F4 -15.854 -26.616 -7.355
F5 -16.149 -26.938 -9.479
F6 -14.154 -26.549 -8.712
S2 -15.075 -28.995 -8.212
O4 -13.838 -29.058 -7.478
O5 -16.269 -29.327 -7.459
O6 -15.025 -29.464 -9.574
O7 -18.025 -22.733 -6.411
H1 -18.430 -22.020 -5.912
H2 -17.251 -22.338 -6.825
O8 -15.817 -26.394 -3.091
H3 -15.317 -27.213 -3.057
H4 -15.150 -25.688 -2.955
O9 -19.830 -24.485 -4.263
H5 -20.618 -24.183 -4.723
H6 -19.949 -24.214 -3.348

Computed, not measured: a cluster of 2 separate species, C5H7N in total at a distorted geometry, with wB97M-V/def2-TZVPD.

As for the HOMO energy: -10.0389 eV. The SMILES is C=CC#N.C=C. As for the HOMO-LUMO gap: 10.46 eV. The calculation puts the energy relative to the best compared isomer or geometry (same formula, charge and spin) at 2.268 eV.

Geometry (Å):
C1 1.569 1.028 0.291
C2 1.867 -0.087 -0.367
C3 -1.208 -1.020 0.912
C4 -1.882 -0.563 -0.144
C5 -1.464 0.498 -1.015
N1 -1.264 1.353 -1.772
H1 0.946 1.778 -0.163
H2 2.784 -0.543 -0.023
H3 1.998 1.271 1.265
H4 1.398 -0.377 -1.317
H5 -0.240 -0.630 1.206
H6 -1.633 -1.789 1.547
H7 -2.870 -0.918 -0.420

Computed, not measured: a structure of composition C26H42Hg2N6O10Rb at a distorted geometry, with wB97M-V/def2-TZVPD.

As for the HOMO energy: -14.7045 eV. Its charge is +3. As for the HOMO-LUMO gap: 1.36 eV.

Geometry (Å):
Hg1 -5.447 -1.038 5.367
Hg2 -1.346 1.357 6.457
Rb1 3.577 5.108 4.307
O1 -2.114 0.141 3.373
C1 -1.120 0.348 2.374
C2 0.033 1.503 2.540
O2 0.629 1.764 3.840
H1 -1.566 0.517 1.394
H2 -0.587 -0.603 2.360
H3 -0.393 2.414 2.118
H4 0.829 1.300 1.824
C3 4.505 -1.639 3.271
O3 5.020 -2.206 2.298
N1 5.225 -1.417 4.436
C4 4.582 -0.681 5.595
C5 6.634 -1.778 4.496
H5 3.477 -1.276 3.425
H6 4.718 -1.288 6.490
H7 3.506 -0.604 5.442
H8 5.094 0.266 5.769
H9 7.145 -1.159 3.759
H10 6.957 -1.748 5.537
H11 6.703 -2.829 4.216
C6 -4.329 -3.926 -0.214
O4 -4.803 -5.030 0.169
N2 -4.107 -3.665 -1.552
C7 -3.510 -2.484 -2.037
C8 -4.329 -4.639 -2.704
H12 -4.028 -3.106 0.455
H13 -2.442 -2.700 -2.054
H14 -3.644 -1.705 -1.286
H15 -3.808 -2.065 -2.998
H16 -3.407 -4.811 -3.260
H17 -4.693 -5.591 -2.316
H18 -4.995 -4.166 -3.426
C9 0.088 -8.382 1.669
O5 -0.790 -8.346 2.568
N3 0.462 -7.226 1.057
C10 1.291 -7.206 -0.185
C11 0.175 -5.860 1.504
H19 0.463 -9.253 1.110
H20 0.985 -6.498 -0.955
H21 1.494 -8.147 -0.697
H22 2.268 -6.805 0.082
H23 -0.664 -5.353 1.027
H24 0.039 -5.906 2.585
H25 1.009 -5.159 1.512
C12 3.422 -2.119 -3.787
O6 3.772 -2.869 -4.740
N4 2.166 -1.682 -3.618
C13 1.794 -0.786 -2.562
C14 1.113 -2.178 -4.459
H26 4.099 -1.731 -3.010
H27 2.689 -0.271 -2.212
H28 1.183 -1.235 -1.779
H29 1.101 -0.067 -3.000
H30 0.310 -1.463 -4.639
H31 1.321 -2.541 -5.465
H32 0.611 -2.972 -3.906
C15 2.493 7.847 0.975
C16 1.179 7.339 0.695
C17 1.039 6.359 -0.280
C18 2.140 5.825 -0.958
C19 3.404 6.385 -0.720
C20 3.552 7.256 0.312
N5 2.033 4.699 -1.897
O7 0.964 4.352 -2.375
O8 2.988 4.049 -2.274
H33 2.730 8.657 1.649
H34 0.349 7.813 1.197
H35 0.109 5.829 -0.422
H36 4.256 6.009 -1.267
H37 4.539 7.669 0.461
C21 -5.659 5.479 -0.924
C22 -6.190 5.649 -2.206
C23 -5.755 4.764 -3.194
C24 -4.737 3.829 -2.953
C25 -4.105 3.826 -1.722
C26 -4.645 4.541 -0.642
N6 -4.217 3.025 -4.109
O9 -3.255 2.316 -3.853
O10 -4.756 3.084 -5.193
H38 -6.088 6.099 -0.152
H39 -6.944 6.378 -2.463
H40 -6.199 4.849 -4.175
H41 -3.351 3.109 -1.431
H42 -4.243 4.454 0.357

Computed, not measured: a structure of composition C25H28CrF5O3 at a distorted geometry, with wB97M-V/def2-TZVPD.

As for the HOMO energy (alpha / beta): -3.7002 / -3.7012 eV. The multiplicity is 5. Its charge is -1. As for the HOMO-LUMO gap (alpha / beta): 5.79 / 5.74 eV. The calculation puts the energy relative to the best compared isomer or geometry (same formula, charge and spin) at 1.695 eV.

Geometry (Å):
O1 -1.747 0.962 -2.568
C1 -0.846 0.672 -3.693
C2 -1.873 0.428 -4.753
H1 -0.288 -0.230 -3.414
H2 -0.156 1.497 -3.907
C3 -2.809 0.834 -3.596
H3 -1.909 -0.617 -5.006
H4 -1.924 1.055 -5.636
C4 -3.750 -0.311 -3.260
H5 -3.150 -1.189 -3.024
H6 -4.370 -0.568 -4.135
H7 -4.365 -0.086 -2.385
C5 -3.479 2.182 -3.868
H8 -2.710 2.957 -4.020
H9 -4.164 2.450 -3.044
H10 -4.069 2.159 -4.804
Cr1 -1.349 1.586 0.417
C6 -0.850 2.910 2.163
C7 0.226 1.952 2.016
C8 0.896 2.258 0.782
H11 0.537 1.127 2.683
C9 0.100 3.190 0.076
C10 -0.931 3.678 0.967
H12 -1.624 4.486 0.764
H13 -1.501 3.056 3.044
H14 1.919 1.988 0.506
H15 0.379 3.573 -0.921
C11 -1.713 0.285 2.640
C12 -2.925 0.812 2.093
C13 -3.343 -0.105 1.023
H16 -3.467 1.700 2.450
C14 -2.322 -1.102 0.924
C15 -1.243 -0.761 1.807
H17 -0.233 -1.221 1.886
H18 -1.271 0.543 3.602
H19 -4.299 -0.091 0.507
H20 -2.414 -2.005 0.318
O2 1.178 -2.454 -2.339
C16 1.027 -1.487 -1.200
C17 1.813 -0.218 -1.439
H21 1.514 -1.958 -0.282
H22 -0.016 -1.316 -0.868
C18 2.773 -0.705 -2.591
H23 2.348 -0.006 -0.499
H24 1.204 0.668 -1.684
C19 2.500 -2.212 -2.837
H25 3.829 -0.542 -2.295
H26 2.602 -0.192 -3.548
H27 3.261 -2.818 -2.270
H28 2.599 -2.519 -3.893
F1 4.690 -3.083 6.911
C20 4.063 -2.558 5.846
C21 4.301 -3.063 4.561
F2 5.200 -4.064 4.411
C22 3.615 -2.539 3.495
F3 3.850 -3.025 2.260
C23 2.627 -1.476 3.611
O3 1.988 -1.013 2.646
C24 2.446 -0.982 4.962
F4 1.548 0.029 5.119
C25 3.142 -1.506 6.021
F5 2.934 -1.012 7.268

Number 1: E -2059.488311 a.u.. Number 2: E -5923.049151 a.u.. Number 3: E -462.417215 a.u.. Number 4: E -715.805311 a.u.. Number 5: E -4645.318657 a.u.. Number 6: E -1508.034330 a.u.. Number 7: E -2752.691350 a.u.. Number 8: E -249.389877 a.u.. Number 9: E -2426.154320 a.u.. Number 10: E -2738.783391 a.u..